This record from the OMol25 dataset describes C18H21BN5OPt as an isolated structure. The level of theory is ωB97M-V/def2-TZVPD.

```
47
Properties=species:S:1:pos:R:3:forces:R:3:mulliken_spin:R:1
Pt 0.7132 -0.2455 -0.6645 0.2936 -0.1808 0.2952 0.49
C -0.5468 -1.0978 -3.7580 -0.0303 0.0198 0.0123 0.00
C 0.4690 -1.3603 -2.6923 0.1120 0.0583 -0.0382 -0.02
C 0.2541 -2.3114 -1.6626 -0.0884 -0.0617 -0.0612 0.09
C 1.2348 -2.5308 -0.6853 -0.0165 -0.0384 0.0251 -0.05
C 2.5515 -1.9974 -0.8250 -0.0283 0.1054 -0.0777 0.06
C 2.8009 -1.0840 -1.8334 -0.0942 0.0139 -0.0309 0.04
C 1.7272 -0.6989 -2.6889 -0.0635 -0.0194 -0.0080 -0.01
H -0.4335 -1.8490 -4.5427 -0.0112 -0.0022 0.0005 0.00
H -0.3993 -0.1215 -4.2162 0.0041 -0.0046 -0.0024 0.00
H -1.5624 -1.1623 -3.3710 0.0055 -0.0006 0.0062 0.00
H -0.7015 -2.8135 -1.5888 0.0076 -0.0114 0.0052 0.01
H 1.0235 -3.2082 0.1315 0.0020 0.0127 0.0074 0.00
H 3.3150 -2.2586 -0.1043 0.0063 0.0259 0.0050 0.01
H 3.7676 -0.6108 -1.9389 -0.0042 0.0111 0.0166 0.01
H 1.8923 0.0915 -3.4115 0.0081 -0.0050 -0.0061 0.00
B 2.2918 2.1922 0.8060 -0.2493 0.0536 0.0360 0.00
N 1.2078 2.6134 -0.2396 0.3069 0.1184 -0.0062 -0.01
C 0.8877 3.8279 -0.6880 -0.0913 -0.0463 -0.0348 0.00
C 0.0173 3.7031 -1.7666 0.0083 0.0058 0.0521 0.00
C -0.1576 2.3409 -1.9282 -0.0320 0.0583 0.0644 0.00
N 0.5865 1.7086 -1.0076 0.0084 -0.0548 -0.0518 0.02
N 1.5667 1.1868 1.7740 0.1981 0.0507 0.0479 -0.01
C 1.6568 1.0990 3.1002 -0.0708 -0.0611 0.0057 0.00
C 1.0997 -0.1069 3.5189 0.0342 0.0533 -0.0026 0.00
C 0.6842 -0.7252 2.3540 -0.0877 0.0566 0.0376 0.00
N 0.9726 0.0754 1.3131 -0.0711 -0.0193 -0.0646 0.06
H 3.1865 1.6079 0.2484 -0.0416 -0.0473 -0.0420 0.00
H 2.6188 3.1541 1.4282 0.0480 -0.0108 0.0050 0.00
H 1.3045 4.7013 -0.2153 0.0006 0.0087 -0.0102 0.00
H -0.4307 4.4931 -2.3424 -0.0014 -0.0022 -0.0024 0.00
H -0.7881 1.7914 -2.6073 0.0044 0.0090 -0.0058 0.00
H 2.1232 1.8922 3.6605 0.0006 -0.0066 0.0094 0.00
H 1.0203 -0.4780 4.5254 0.0010 -0.0065 -0.0030 0.00
H 0.1833 -1.6692 2.2100 0.0067 -0.0004 -0.0035 0.00
O -1.5027 0.2318 -0.2433 -0.1698 -0.2362 -0.3213 0.27
N -2.2287 -0.3505 0.7150 0.0778 0.1928 0.1532 -0.01
C -2.3104 0.2713 1.9065 -0.0323 -0.0558 0.0293 0.04
C -3.1105 -0.2481 2.9005 0.0243 0.0294 -0.0111 -0.01
C -3.8278 -1.4107 2.6617 -0.0055 -0.0261 -0.0016 0.04
C -3.7344 -2.0253 1.4176 0.0073 0.0202 0.0147 -0.01
C -2.9279 -1.4714 0.4519 0.0218 -0.0021 -0.0395 0.03
H -1.7322 1.1790 1.9905 0.0108 0.0012 -0.0136 0.00
H -3.1718 0.2707 3.8462 -0.0027 -0.0108 0.0052 0.00
H -4.4631 -1.8292 3.4300 -0.0086 0.0050 -0.0037 0.00
H -4.2986 -2.9168 1.1853 0.0049 -0.0073 0.0051 0.00
H -2.8285 -1.8500 -0.5538 -0.0025 0.0076 0.0031 0.00
```
Forces are in eV/Å.

The spin multiplicity is 2. The energy above the lowest of the compared OMol25 structures with the same formula, charge and spin is 0.000 eV. The frontier orbital gap (alpha / beta) comes out at 7.568 / 6.691 eV. Its total charge is +2. The LUMO energy (alpha / beta) comes out at -7.7 / -8.6 eV.